No. 1
Formula: C23H41O13Ti
Source: the OMol25 dataset
Level of theory: ωB97M-V/def2-TZVPD

Calculated values
* lowest unoccupied orbital energy (spin up / spin down): 0.42 / 0.39 eV
* molecular weight: 573.435 g/mol
* expectation value of S²: 3.76

```
! RIJCOSX wB97M-V def2-TZVPD def2/J DEFGRID3
* xyz 0 4
Ti -0.252 0.320 -0.174
C -4.686 -0.276 -1.235
C -3.542 -0.370 -0.238
O -2.376 0.159 -0.725
H -4.995 0.760 -1.394
H -5.542 -0.894 -0.940
H -4.432 -0.671 -2.225
H -3.436 -1.463 -0.020
H -3.858 0.037 0.742
C -1.521 -3.680 -1.616
C -1.978 -2.858 -2.794
C -1.138 -1.611 -3.131
O -0.425 -1.965 -4.315
C -0.933 -3.116 -4.834
O -0.623 -3.536 -5.894
O -1.815 -3.666 -3.989
H -1.678 -3.130 -0.688
H -0.475 -3.967 -1.758
H -2.060 -4.627 -1.551
H -3.020 -2.557 -2.684
H -0.425 -1.456 -2.323
H -1.766 -0.738 -3.278
C -0.416 7.124 0.670
C -0.046 5.897 1.462
C -1.162 5.257 2.309
O -1.207 3.902 1.876
C -0.337 3.701 0.873
O -0.159 2.670 0.305
O 0.287 4.836 0.532
H 0.390 7.459 0.023
H -0.732 7.906 1.363
H -1.260 6.886 0.018
H 0.874 6.026 2.035
H -2.130 5.732 2.168
H -0.839 5.306 3.347
C 1.286 -6.044 1.563
C 1.699 -4.634 1.903
C 2.969 -4.185 1.141
O 2.620 -2.912 0.588
C 1.304 -2.730 0.709
O 0.700 -1.827 0.234
O 0.714 -3.716 1.413
H 1.994 -6.780 1.947
H 1.167 -6.199 0.490
H 0.322 -6.260 2.027
H 1.923 -4.577 2.971
H 3.125 -4.880 0.312
H 3.850 -4.142 1.772
C 3.052 2.698 -0.248
C 2.801 1.594 0.758
O 1.999 0.583 0.501
C 3.319 1.735 2.156
H 2.582 3.623 0.131
H 2.568 2.432 -1.185
H 4.122 2.903 -0.353
H 3.959 2.610 2.305
H 3.956 0.871 2.415
H 2.483 1.706 2.878
C -2.212 -1.211 3.099
C -1.400 0.057 3.077
O -0.516 0.205 2.262
C -1.653 1.059 4.170
H -3.281 -0.994 3.189
H -1.971 -1.768 4.007
H -2.055 -1.769 2.181
H -0.840 1.781 4.206
H -1.619 0.495 5.107
H -2.615 1.556 4.070
C 1.657 1.218 -4.376
C 1.679 0.570 -3.029
O 0.732 0.711 -2.285
C 2.877 -0.214 -2.570
H 2.362 0.772 -5.077
H 1.969 2.263 -4.303
H 0.645 1.159 -4.771
H 2.633 -0.662 -1.607
H 3.692 0.493 -2.399
H 3.114 -0.990 -3.298
*
```

---

No. 2
Formula: C23H42AsN3O3PScSi2
Source: the OMol25 dataset
Level of theory: ωB97M-V/def2-TZVPD

Calculated values
* lowest unoccupied orbital energy: -7.54 eV
* molecular weight: 615.631 g/mol

```
! RIJCOSX wB97M-V def2-TZVPD def2/J DEFGRID3
* xyz 2 1
Sc -0.558 0.295 -0.517
C -1.614 -5.197 -1.509
C -0.707 -4.364 -0.890
C -0.860 -2.989 -0.954
C -1.967 -2.453 -1.627
C -2.896 -3.266 -2.237
C -2.711 -4.657 -2.202
N -2.052 -1.040 -1.556
N -2.823 -0.456 -2.329
C -2.850 0.958 -2.218
C -3.511 1.620 -3.222
C -3.519 3.024 -3.147
C -2.962 3.660 -2.050
C -2.320 2.879 -1.087
N -2.235 1.558 -1.179
H -1.532 -6.279 -1.423
H 0.111 -4.772 -0.294
H -0.156 -2.356 -0.391
H -3.790 -2.853 -2.651
H -3.471 -5.299 -2.642
H -3.937 1.080 -4.052
H -3.990 3.589 -3.943
H -3.032 4.714 -1.935
H -1.815 3.343 -0.231
C 4.877 2.944 -3.018
C 3.476 2.891 -2.489
O 3.117 1.477 -2.264
P 2.066 0.901 -1.249
O 0.832 0.259 -2.197
C 1.035 -0.789 -3.232
C 1.525 -0.152 -4.551
O 2.697 -0.480 -0.787
C 3.367 -0.528 0.520
C 4.698 -1.170 0.398
H 5.178 3.991 -3.169
H 4.981 2.423 -3.969
H 5.521 2.460 -2.290
H 2.696 3.312 -3.152
H 3.360 3.400 -1.539
H 0.056 -1.192 -3.364
H 1.760 -1.473 -2.795
H 0.935 0.738 -4.799
H 1.376 -0.886 -5.320
H 2.580 0.096 -4.422
H 2.696 -1.060 1.189
H 3.460 0.492 0.907
H 4.584 -2.186 -0.021
H 5.162 -1.272 1.362
H 5.364 -0.587 -0.226
C -1.180 -1.916 4.619
Si -2.017 -1.195 3.128
C -3.548 -0.216 3.640
C -2.571 -2.591 1.999
As -0.481 0.041 1.835
Si 0.481 1.528 3.266
C 1.993 0.815 4.154
C -0.706 2.169 4.598
C 0.996 3.039 2.242
H -1.964 -2.392 5.241
H -0.700 -1.180 5.265
H -0.436 -2.699 4.284
H -4.258 -0.937 4.082
H -4.046 0.322 2.868
H -3.342 0.494 4.428
H -3.413 -3.156 2.419
H -1.741 -3.307 1.854
H -2.862 -2.243 1.012
H 1.812 -0.044 4.786
H 2.395 1.574 4.814
H 2.794 0.528 3.478
H -1.048 1.395 5.275
H -1.577 2.723 4.226
H -0.090 2.848 5.159
H 1.709 2.807 1.438
H 1.481 3.759 2.894
H 0.116 3.488 1.756
*
```

---

No. 3
Formula: C23H42B2F3IN4O12S2
Source: the OMol25 dataset
Level of theory: ωB97M-V/def2-TZVPD

Calculated values
* lowest unoccupied orbital energy: -1.19 eV
* molecular weight: 836.261 g/mol

```
! RIJCOSX wB97M-V def2-TZVPD def2/J DEFGRID3
* xyz 0 1
C -3.787 -2.954 -3.526
C -3.302 -1.397 -3.339
C -3.370 -0.883 -1.809
C -4.473 0.285 -1.765
C -2.004 -0.664 -1.006
B -1.123 -1.983 -1.522
N -1.689 -3.344 -1.148
O 0.104 -1.969 -2.245
C -1.263 0.768 -1.358
C -1.060 1.028 -2.916
O -2.286 1.516 -3.592
C -2.041 1.756 -4.964
C -3.264 2.423 -5.802
O -1.006 1.473 -5.613
N -0.111 1.070 -0.451
B 0.738 2.293 -0.674
C 1.974 2.158 -1.771
O 0.757 3.555 -0.015
C -0.392 0.925 1.028
C -1.195 1.986 1.840
C -2.388 2.847 1.294
O -3.519 2.746 1.870
I -2.461 4.369 -0.270
C -0.816 -0.657 1.197
C -0.639 -1.215 2.705
C 0.809 -1.824 3.045
C 2.000 -0.775 3.255
C 3.149 -1.134 2.167
C 4.003 -2.409 2.722
O 3.748 -3.621 1.906
C 4.900 -4.494 1.988
C 6.195 -4.281 1.031
O 4.971 -5.467 2.788
N -2.067 -0.923 0.498
C -3.338 -0.613 1.120
C -3.620 -0.690 2.670
O -3.832 -1.841 3.152
F -3.648 0.361 3.624
H -4.214 -3.042 -4.597
H -2.891 -3.679 -3.501
H -4.625 -3.234 -2.802
H -2.359 -1.155 -3.931
H -4.117 -0.846 -3.961
H -3.875 -1.800 -1.300
H -5.300 0.208 -2.559
H -5.073 0.240 -0.770
H -4.073 1.353 -1.818
H -1.167 -3.634 -0.304
H -1.449 -4.023 -1.902
H 0.556 -1.103 -2.288
H -2.095 1.526 -1.061
H -0.312 1.836 -3.224
H -0.710 0.104 -3.525
H -3.927 3.080 -5.139
H -3.835 1.561 -6.303
H -2.743 3.022 -6.644
H 0.568 0.290 -0.656
H 1.704 2.938 -2.588
H 1.990 1.144 -2.300
H 2.978 2.482 -1.324
H 0.628 4.286 -0.670
H 0.685 0.920 1.481
H -1.575 1.463 2.807
H -0.430 2.756 2.267
H 0.139 -1.186 0.779
H -0.971 -0.491 3.524
H -1.353 -2.128 2.774
H 1.085 -2.633 2.270
H 0.685 -2.397 4.046
H 2.481 -1.000 4.286
H 1.707 0.327 3.281
H 3.808 -0.250 1.874
H 2.619 -1.544 1.217
H 3.680 -2.706 3.794
H 5.136 -2.229 2.662
H 7.167 -4.622 1.521
H 6.271 -3.144 0.873
H 6.087 -4.855 0.035
H -3.639 0.468 0.806
H -4.225 -1.253 0.724
N 4.085 4.680 2.782
S 3.995 3.728 4.032
O 5.220 3.467 4.753
O 3.041 2.642 3.974
F 3.258 4.711 5.053
S 4.853 4.006 1.587
O 5.243 4.937 0.551
O 4.366 2.731 1.096
F 6.268 3.623 2.206
*
```

---

No. 4
Formula: C23H42BI2N4O3P2S
Source: the OMol25 dataset
Level of theory: ωB97M-V/def2-TZVPD

Calculated values
* lowest unoccupied orbital energy: 1.95 eV
* molecular weight: 781.249 g/mol

```
! RIJCOSX wB97M-V def2-TZVPD def2/J DEFGRID3
* xyz -1 1
C 0.532 1.421 1.270
C 0.616 1.254 -0.144
P 0.861 1.049 -2.070
O -0.574 2.016 -2.237
P 1.936 3.004 -2.004
S 1.156 4.169 -3.392
B 1.134 0.880 -3.975
O 0.173 1.367 -5.026
O 2.375 0.298 -4.601
C 3.449 1.292 -4.677
C 4.633 0.812 -3.644
C -0.089 -0.600 -1.908
I -2.271 -0.746 -1.413
C 0.518 -1.984 -2.051
C -0.395 -3.380 -1.903
I 2.634 -2.337 -2.412
H 0.533 2.014 2.306
H 2.143 0.485 -1.742
H -1.225 1.660 -2.898
H 3.365 2.853 -2.108
H 1.540 3.630 -0.734
H 0.678 1.727 -5.816
H 3.916 1.197 -5.772
H 3.119 2.408 -4.570
H 4.260 0.470 -2.588
H 5.488 1.602 -3.495
H 5.156 -0.129 -4.161
H 0.259 -4.334 -2.199
H -1.317 -3.396 -2.630
H -0.789 -3.481 -0.791
C -3.835 0.460 4.987
C -3.803 1.355 3.752
C -2.501 1.230 2.959
C -1.326 1.634 3.835
N -0.351 1.970 4.561
H -3.050 0.728 5.701
H -4.794 0.561 5.505
H -3.705 -0.593 4.711
H -3.949 2.396 4.065
H -4.645 1.093 3.102
H -2.533 1.880 2.079
H -2.357 0.200 2.616
C -1.075 -3.183 1.650
C -0.918 -3.684 3.082
C -2.201 -4.301 3.642
C -3.309 -3.260 3.652
N -4.227 -2.396 3.661
H -1.819 -2.382 1.582
H -0.127 -2.778 1.283
H -1.381 -3.996 0.981
H -0.599 -2.849 3.717
H -0.119 -4.434 3.111
H -2.033 -4.656 4.664
H -2.515 -5.155 3.032
C -1.938 8.856 -2.175
C -1.853 7.355 -2.434
C -1.897 6.526 -1.149
C -0.720 6.894 -0.260
N 0.256 7.199 0.477
H -1.087 9.213 -1.587
H -1.932 9.406 -3.122
H -2.860 9.110 -1.639
H -0.927 7.142 -2.983
H -2.686 7.058 -3.080
H -1.847 5.459 -1.388
H -2.830 6.709 -0.605
C 3.505 -7.541 1.189
C 3.537 -6.019 1.087
C 2.337 -5.352 1.762
C 1.051 -5.817 1.099
N -0.016 -6.203 0.549
H 2.633 -7.962 0.679
H 4.395 -7.972 0.719
H 3.482 -7.863 2.236
H 3.574 -5.735 0.028
H 4.459 -5.651 1.551
H 2.414 -4.263 1.673
H 2.305 -5.605 2.827
*
```

---

No. 5
Formula: C23H42BrIN7
Source: the OMol25 dataset
Level of theory: ωB97M-V/def2-TZVPD

Calculated values
* lowest unoccupied orbital energy: -2.91 eV
* molecular weight: 623.446 g/mol

```
! RIJCOSX wB97M-V def2-TZVPD def2/J DEFGRID3
* xyz 1 1
C 3.824 1.285 -0.038
C 3.287 1.798 -1.383
C 1.778 1.607 -1.508
C 1.333 0.137 -1.450
N 0.146 -0.041 -0.583
N -0.954 -0.589 -1.200
C -1.960 0.080 -1.728
N -2.856 -0.719 -2.271
C -2.415 -1.968 -2.048
N -3.063 -3.067 -2.442
C -4.324 -2.844 -3.181
C -5.493 -2.299 -2.343
C -5.573 -2.798 -0.912
I -6.719 -1.489 0.311
C -2.567 -4.402 -2.301
Br -1.853 -4.961 -4.080
C -3.575 -5.436 -1.824
C -2.888 -6.790 -1.547
N -1.217 -1.935 -1.389
C -0.291 -2.903 -0.892
C 0.786 -3.315 -1.661
C 1.618 -4.261 -1.095
C 1.334 -4.736 0.181
N 0.303 -4.338 0.924
C -0.490 -3.428 0.378
H 3.995 0.213 -0.091
H 4.751 1.773 0.241
H 3.087 1.496 0.736
H 3.813 1.331 -2.213
H 3.484 2.867 -1.443
H 1.442 2.035 -2.453
H 1.290 2.168 -0.714
H 1.095 -0.198 -2.455
H 2.143 -0.487 -1.082
H 0.351 -0.526 0.280
H -2.006 1.154 -1.711
H -4.572 -3.761 -3.700
H -4.100 -2.105 -3.946
H -6.410 -2.522 -2.883
H -5.407 -1.216 -2.331
H -4.600 -2.851 -0.438
H -6.011 -3.790 -0.866
H -1.709 -4.462 -1.654
H -4.382 -5.542 -2.538
H -3.937 -5.062 -0.868
H -3.351 -7.598 -2.099
H -1.829 -6.761 -1.788
H -2.951 -7.021 -0.487
H 0.940 -2.919 -2.653
H 2.473 -4.640 -1.631
H 1.982 -5.481 0.619
H -1.341 -3.095 0.959
C 2.071 6.348 5.419
C 2.855 6.172 4.128
N 2.955 4.787 3.699
C 3.913 4.584 2.630
C 3.631 5.229 1.267
C 1.696 4.078 3.564
C 0.646 4.638 2.592
H 2.501 5.747 6.221
H 2.101 7.395 5.724
H 1.021 6.075 5.307
H 3.873 6.533 4.294
H 2.417 6.826 3.357
H 4.045 3.506 2.489
H 4.882 4.947 2.985
H 2.850 4.700 0.719
H 4.533 5.197 0.652
H 3.340 6.276 1.356
H 1.241 4.012 4.554
H 1.926 3.043 3.292
H 0.551 5.721 2.672
H -0.332 4.208 2.819
H 0.873 4.394 1.554
*
```

---

No. 6
Formula: C23H42CdGeN2P2SbSe5
Source: the OMol25 dataset
Level of theory: ωB97M-V/def2-TZVPD

Calculated values
* lowest unoccupied orbital energy: 0.91 eV
* energy above the lowest of the compared OMol25 structures with the same formula, charge and spin: 0.0 kJ/mol
* molecular weight: 1110.133 g/mol

```
! RIJCOSX wB97M-V def2-TZVPD def2/J DEFGRID3
* xyz -1 1
Cd 0.383 1.703 -0.917
C 1.267 -0.394 2.421
P -0.022 0.735 1.764
C -1.457 -0.432 1.884
N -1.947 -0.703 3.066
C -2.954 -1.608 3.154
C -3.526 -1.903 4.415
C -4.527 -2.826 4.504
C -4.996 -3.495 3.347
C -4.456 -3.229 2.123
C -3.420 -2.272 2.007
N -2.883 -2.009 0.790
C -1.948 -1.097 0.705
P -1.229 -0.742 -0.970
C -0.196 -2.257 -1.082
C -2.613 -1.059 -2.183
C -2.065 -0.572 -3.531
C -3.824 -0.209 -1.790
C -3.010 -2.530 -2.309
C -0.244 2.032 3.080
C -1.535 2.782 2.741
C 0.960 2.969 2.894
C -0.265 1.554 4.533
H 0.978 -0.828 3.379
H 2.205 0.151 2.525
H 1.427 -1.199 1.701
H -3.147 -1.377 5.282
H -4.971 -3.053 5.464
H -5.793 -4.221 3.443
H -4.797 -3.721 1.221
H -0.771 -3.148 -0.830
H 0.654 -2.166 -0.404
H 0.198 -2.345 -2.095
H -1.892 0.504 -3.532
H -2.798 -0.802 -4.309
H -1.125 -1.065 -3.797
H -3.539 0.834 -1.633
H -4.326 -0.598 -0.904
H -4.537 -0.220 -2.620
H -2.186 -3.139 -2.688
H -3.824 -2.600 -3.037
H -3.355 -2.945 -1.363
H -1.527 3.160 1.716
H -1.639 3.639 3.412
H -2.410 2.141 2.879
H 1.028 3.352 1.873
H 1.899 2.471 3.149
H 0.845 3.824 3.565
H -1.128 0.934 4.749
H -0.293 2.438 5.179
H 0.638 0.995 4.790
Se -2.840 3.325 -2.778
Sb -0.536 4.039 -2.952
Se 0.836 1.920 -3.453
Se 0.200 4.279 -0.515
Se 0.142 5.847 -4.368
C 4.820 0.938 -3.671
Ge 4.438 -0.435 -2.344
C 5.866 -1.785 -2.406
C 2.729 -1.320 -2.658
C 4.487 0.236 -0.489
Se 3.202 1.584 0.095
C 3.742 3.036 -1.078
H 5.103 0.458 -4.610
H 5.647 1.574 -3.350
H 3.943 1.558 -3.850
H 5.911 -2.244 -3.395
H 5.693 -2.574 -1.672
H 6.837 -1.332 -2.199
H 2.701 -1.744 -3.663
H 1.910 -0.604 -2.573
H 2.586 -2.129 -1.937
H 5.480 0.628 -0.260
H 4.325 -0.614 0.178
H 3.332 2.877 -2.073
H 4.830 3.089 -1.079
H 3.306 3.941 -0.666
*
```

---

- Among the records above, which one has the lowest molecular weight?
  C23H41O13Ti

---

- The lowest molecular weight belongs to which entry?
  C23H41O13Ti